(1)
The following is a quantum chemistry calculation of a structure of composition C33H31ClN4O5PPd, from the Open Molecules 2025 dataset.

```
76
Properties=species:S:1:pos:R:3:forces:R:3:mulliken_charge:R:1
H 0.570383 3.253443 -2.516725 0.0 0.0 0.0 -0.0640
C -0.127857 -2.175066 -0.735466 0.0 0.0 0.0 0.0699
C 0.087399 -1.995347 2.151315 0.1 0.1 0.0 0.2958
C 3.351668 2.847576 -1.205496 0.0 0.0 0.0 -0.1379
H -0.515272 -3.075240 5.298808 0.0 0.0 0.0 0.4329
H 3.170388 2.118882 -4.505267 0.0 0.0 0.0 0.4387
Pd -0.599510 1.086043 0.791220 -0.3 0.1 0.0 0.2965
H -2.236073 4.586185 -4.298225 0.0 0.0 0.0 0.4282
C 0.045120 -2.787743 4.419853 0.0 0.0 0.0 -0.8014
C 2.363018 0.671431 -1.556427 0.0 0.0 0.0 0.1074
H -2.947571 0.595582 -1.513649 0.0 0.0 0.0 0.0072
H 0.126750 4.031926 -4.047139 0.0 0.0 0.0 0.4612
H 2.300509 0.562624 5.055816 0.0 0.0 0.0 0.4349
C -3.007484 1.470787 -2.156429 0.0 0.0 0.0 -1.2591
C 2.153855 -2.427428 3.317287 0.0 0.0 0.0 -0.7822
O 5.153383 0.707041 4.000587 0.0 0.0 0.0 -0.5948
H -2.342456 -3.654699 0.412551 0.0 0.0 0.0 0.4760
C -3.349993 -0.484628 1.051380 -0.1 0.1 0.0 0.0814
H -1.712781 -2.336422 3.280077 0.0 0.0 0.0 0.4096
C -1.688205 2.197282 -2.116242 0.0 0.0 0.0 0.4658
C 2.481649 0.839793 -2.926579 0.0 0.0 0.0 -0.6922
H 2.052841 -1.702168 1.306113 0.0 0.0 0.0 0.4904
C 3.486191 3.000140 -2.577705 0.0 0.0 0.0 -0.7550
H 3.934707 3.900768 -2.974652 0.0 0.0 0.0 0.4031
O -0.580090 1.021993 2.946466 0.1 0.0 -0.2 -0.6709
C -5.236660 -1.960238 0.827604 0.0 0.0 0.0 -0.6434
N 1.512145 1.376417 1.323245 0.1 0.1 -0.2 -0.5121
H 3.235891 -2.433527 3.337041 0.0 0.0 0.0 0.4544
C -2.438270 3.555051 -4.018290 0.0 0.0 0.0 -1.1237
H 1.953629 -3.115855 5.336872 0.0 0.0 0.0 0.4279
C -0.630929 -2.375792 3.280283 0.0 0.0 0.0 -0.7987
H -2.634585 0.967916 2.289127 0.0 0.0 0.0 0.3135
C 0.911295 -4.073965 -1.787683 0.0 0.0 0.0 -0.7285
H -0.781587 -0.617233 -2.062067 0.0 0.0 0.0 0.1796
C 0.494527 -3.417545 -0.637626 0.0 0.0 0.0 -0.2304
Cl 5.313525 1.344097 1.088451 0.0 0.0 0.0 -0.1042
C 3.146952 1.063554 2.840063 0.0 0.1 0.1 0.3402
P -0.705123 -1.263408 0.715885 0.0 -0.1 -0.1 3.6341
C -0.179469 3.856867 -3.016890 0.0 0.0 -0.1 -0.7487
C -4.382611 -3.033574 0.607544 0.0 0.0 0.0 -0.8359
C -2.487768 -1.551561 0.813351 0.1 -0.1 0.0 -0.4242
C -3.014659 -2.825940 0.600423 0.0 0.0 0.0 -0.4091
H 0.655270 -3.873490 0.330600 0.0 0.0 0.0 0.4749
C 0.077903 -2.263452 -3.134875 0.0 0.0 0.0 -0.5295
C -4.722650 -0.693820 1.053419 0.0 0.0 0.0 -0.7036
C 0.702847 -3.500706 -3.033383 0.0 0.0 0.0 -0.6849
H -0.084064 -1.815092 -4.106818 0.0 0.0 0.0 0.5233
O 3.289065 0.477529 5.173902 0.0 0.1 0.0 -0.5734
O 0.752829 0.706901 4.694836 0.0 0.0 0.1 -0.7522
H -4.781761 -4.023515 0.436492 0.0 0.0 0.0 0.4529
H 2.149814 0.053076 -3.591298 0.0 0.0 0.0 0.4453
C 1.758591 1.137998 2.603863 0.0 -0.1 -0.1 -0.4649
H 3.689144 3.615315 -0.521614 0.0 0.0 0.0 0.5306
C 1.430839 -2.811052 4.440547 0.0 0.0 0.0 -0.6732
C 3.053464 1.998571 -3.436270 0.0 0.0 0.0 -0.6639
C 2.797671 1.678379 -0.712414 0.0 0.0 0.0 -0.2249
H -3.496738 1.537972 1.009443 0.0 0.1 0.0 0.2990
H -3.806777 2.121695 -1.795269 0.0 0.0 0.0 0.4848
N -2.818862 0.839220 1.292089 0.0 -0.1 0.0 -0.1250
H -5.390684 0.137662 1.244449 0.0 0.0 0.0 0.4440
C 0.567247 0.934589 3.505253 0.0 0.0 0.2 1.1446
C 3.953630 0.749972 4.067867 -0.1 -0.2 -0.1 0.3609
H -6.307704 -2.110135 0.831087 0.0 0.0 0.0 0.4187
H -3.270249 1.158152 -3.166068 0.0 0.0 0.0 0.4546
H -3.449069 3.511314 -3.621646 0.0 0.0 0.0 0.3949
C 1.485476 -2.015880 2.177369 0.0 0.0 0.0 -0.3235
H -0.274557 4.816415 -2.506135 0.0 0.0 0.0 0.3231
C 3.703100 1.291434 1.591640 0.0 0.1 0.0 0.2785
H -2.377338 2.935225 -4.914695 0.0 0.0 0.0 0.3118
C -0.328881 -1.598956 -1.990470 0.0 0.0 0.0 -0.4400
H 1.948168 -0.239370 -1.145577 0.0 0.0 0.0 0.3440
H 1.028405 -4.016975 -3.926600 0.0 0.0 0.0 0.4196
H 1.396203 -5.037391 -1.707234 0.0 0.0 0.0 0.4571
N -1.456172 3.149698 -3.019752 0.0 0.0 0.1 0.1956
N 2.702124 1.486655 0.704323 -0.1 -0.2 0.0 0.4449
O -0.823160 1.914044 -1.265868 0.2 0.0 0.1 -0.3762
```
Forces are in eV/Å.

Summary:
Kohn-Sham gap (spin up / spin down)	0.312 / 0.282	Eh
<S²>	2.01
net charge	+1
multiplicity	3
LUMO energy (spin up / spin down)	-2.352 / -4.226	eV



(2)
The following is a quantum chemistry calculation of a structure of composition C33H32BF9IrN3S, from the Open Molecules 2025 dataset.

```
80
Properties=species:S:1:pos:R:3:forces:R:3:mulliken_charge:R:1
C -4.520024 2.341002 -1.839018 0.0 0.0 -0.1 -0.6294
C 3.007097 -1.056172 -2.812083 0.0 0.0 0.0 -0.9242
F -4.872081 2.704668 5.970961 0.0 0.0 0.0 -0.3221
H 2.147422 3.240136 -1.559982 0.0 0.0 0.0 0.4371
H 2.248447 0.482355 0.177912 0.0 0.0 0.0 -0.7636
C 0.306077 -2.878017 -1.129486 0.0 0.0 0.0 1.2147
C 2.217057 -3.878119 -0.050488 0.0 0.0 0.0 -1.4181
H 4.678264 -1.260064 1.340184 0.0 0.0 0.0 0.2585
C -4.878630 1.874593 -0.576255 0.1 -0.1 0.0 -1.0386
F -4.652004 0.411723 4.629901 0.0 0.0 0.0 -0.3668
H 0.895906 -4.913450 -1.388375 0.0 0.0 0.0 0.4599
H -3.738052 3.073895 -4.184243 0.0 0.0 0.0 0.3430
H 0.594292 -1.203274 -3.252765 0.0 0.0 0.0 0.4333
H 2.573854 -1.884549 3.112790 0.0 0.0 0.0 0.3187
F -3.620099 -3.696556 -1.052203 -0.2 -0.1 0.0 -0.3205
H 5.056485 -1.665995 -2.805824 0.0 0.0 0.0 0.3762
F -3.836637 -5.890663 -1.717358 0.0 0.0 0.0 -0.4243
S -2.455414 -0.573571 2.884625 -0.3 0.0 0.4 -0.5628
C 4.468002 -0.230387 1.619240 0.0 0.0 0.0 -1.6290
C -1.510989 1.940419 3.768133 0.1 0.1 0.0 -0.0719
H 0.878178 2.107695 -1.087803 0.0 0.0 0.0 0.2329
H 4.258781 2.375922 -1.655244 0.0 0.0 0.0 0.3134
N -1.237513 0.807765 -2.300084 0.1 0.0 0.1 0.3352
H -4.301135 0.697122 1.105410 0.0 0.0 0.0 0.4345
C -0.876286 -3.023189 -2.049158 0.0 0.0 0.1 -1.9222
H -5.839490 2.144212 -0.152570 0.0 0.0 0.0 0.3642
H -0.570601 -2.964298 -3.101816 0.0 0.0 0.0 0.2012
F -0.628086 4.037461 4.436169 0.0 0.0 0.0 -0.3273
C 1.591563 2.357369 -1.876817 0.0 0.0 0.0 -1.3122
C 3.030836 0.008398 2.104228 0.0 0.0 0.0 2.1043
H 3.178398 2.126597 1.638788 0.0 0.0 0.0 0.3051
C -2.440667 1.150048 -1.655040 -0.2 0.1 -0.1 1.2106
H 4.670396 0.389348 0.741920 0.0 0.0 0.0 0.2207
C 1.135654 -3.972302 -0.906630 0.0 0.0 0.1 -0.6691
C -2.936752 2.460273 -3.773434 0.0 0.0 0.0 -1.6039
H -1.652880 -2.287557 -1.854035 0.0 0.0 0.0 0.2591
C -2.755771 3.400879 5.206010 0.0 0.0 0.0 0.7320
C -1.623992 3.132576 4.462831 0.0 0.0 0.0 -0.4179
H -2.025189 3.069554 -3.769959 0.0 0.0 0.0 0.3211
N 0.726523 -0.273296 -2.873184 0.0 0.1 0.0 0.0328
H 1.963955 1.750435 2.865788 0.0 0.0 0.0 0.2310
H 3.485988 -0.729269 4.096992 0.0 0.0 0.0 0.4925
C -3.630557 1.274720 4.541650 0.0 0.0 0.0 0.3290
H -1.347688 -3.993809 -1.910030 0.0 0.0 0.0 0.6042
H 2.635860 -2.038339 -3.084395 0.0 0.0 0.0 0.3290
F -2.867565 4.555717 5.888519 0.0 0.0 0.0 -0.3361
F -3.979105 -4.199497 -3.270485 0.0 0.0 0.0 -0.4426
H 1.020364 0.193799 1.373874 0.0 0.0 0.0 -0.3719
H -1.074858 1.178654 -3.218413 0.0 0.0 0.0 0.4584
C 4.825117 0.392891 -2.232218 0.0 0.0 0.0 -0.7155
N -0.262336 -0.558845 -0.702929 0.0 -0.1 0.0 0.2967
C 1.707401 -1.549355 0.387159 0.0 0.0 0.1 1.6314
H 5.173916 0.052959 2.406513 0.0 0.0 0.0 0.5434
Ir -1.586681 -0.336580 0.822788 0.5 0.3 -0.3 0.3183
H 1.010523 2.616898 -2.765079 0.0 0.0 0.0 0.2902
C -0.263825 -0.014255 -1.871878 -0.1 -0.1 0.0 -1.1200
H -5.195186 2.973316 -2.406948 0.0 0.0 0.0 0.2613
F -0.366823 1.757193 3.102985 0.0 0.0 0.0 -0.1034
C 2.492671 -2.678232 0.590714 0.0 0.0 0.0 -0.8543
H 3.335730 -2.639640 1.260980 0.0 0.0 0.0 0.3003
C 2.956005 1.490005 2.500516 0.0 0.0 0.0 -1.8207
H 1.758759 -0.482116 3.781036 0.0 0.0 0.0 0.2717
C -2.508975 0.968234 3.767409 0.0 -0.1 -0.1 0.3361
C -4.012671 1.062949 0.128736 -0.2 0.1 0.0 -0.7306
C 0.606237 -1.675697 -0.478554 0.1 0.1 -0.1 -0.4297
F -5.677662 -4.503610 -1.740184 0.0 0.0 0.0 -0.4066
H -2.776519 1.626179 -4.465358 0.0 0.0 0.0 0.3405
C 1.978176 -0.188970 0.998675 0.0 0.0 0.0 0.8133
H 2.844414 -4.742438 0.134885 0.0 0.0 0.0 0.4157
C -3.765109 2.458505 5.245257 0.0 0.0 0.0 0.0972
C 2.698156 -0.827673 3.343581 0.0 0.0 0.0 -1.7650
C 3.908176 1.406329 -1.992644 0.0 0.0 0.0 -0.6469
C 2.087942 -0.032638 -2.587899 0.1 -0.1 0.0 1.1132
C -3.305421 1.981345 -2.392685 0.0 0.0 0.1 1.1185
B -4.285638 -4.562079 -1.931923 0.1 0.0 -0.1 0.5554
C 2.539314 1.224803 -2.158232 0.0 0.0 0.0 0.8682
C 4.364951 -0.848992 -2.641618 0.0 0.0 0.0 -0.7291
C -2.747307 0.674082 -0.365200 0.1 0.0 0.1 -0.5853
H 5.883052 0.567612 -2.081153 0.0 0.0 0.0 0.3693
H 3.686276 1.712856 3.284519 0.0 0.0 0.0 0.4883
```
Forces are in eV/Å.

Summary:
Kohn-Sham gap	0.194	Eh
net charge	-2
LUMO energy	4.023	eV



(3)
The following is a quantum chemistry calculation of a structure of composition C33H32BrN5O3STi in a non-equilibrium geometry, from the Open Molecules 2025 dataset.

```
76
Properties=species:S:1:pos:R:3:forces:R:3:mulliken_charge:R:1
Ti -0.334603 0.804241 0.133645 1.3 1.5 -1.3 0.0586
H -3.847788 -3.542149 -0.647753 0.0 0.0 0.0 0.4744
C 2.693536 1.316619 1.282009 -0.1 -0.1 0.1 -0.6380
C 2.293849 -0.840337 -1.411165 0.2 0.1 0.1 0.4179
C -4.446104 -0.364574 0.902037 -0.2 0.0 0.0 -1.8442
H 3.158832 5.000742 0.509741 0.0 0.0 0.0 0.5165
N -0.118627 -0.841267 -0.875937 0.3 -1.0 -0.1 1.1569
H 2.629376 1.184931 -3.687687 0.0 -0.1 -0.1 0.3036
C 0.812544 -2.194347 -2.701963 0.0 -0.1 -0.1 -0.3036
C -0.828420 -2.883923 5.476288 0.0 0.0 0.0 -0.8498
C 1.354531 -1.870830 5.347424 -0.1 0.0 0.0 -0.8477
C 1.159985 3.516366 -3.468106 0.2 0.3 -0.2 -1.0812
N -2.001882 -0.527622 2.179312 0.0 0.0 -0.2 -1.2404
C -2.240945 -4.198584 0.611846 0.1 0.0 0.0 -0.6258
C -0.229446 -2.879759 0.495584 0.0 0.0 0.1 0.1650
C -4.359860 2.825344 -2.126197 -0.2 -0.1 0.0 -0.5580
C 3.976825 1.817796 1.303775 0.0 -0.1 0.0 -1.0015
O 0.731888 1.769404 -1.626779 0.0 -0.1 -0.1 -0.3836
H -0.185391 -2.564336 -2.906025 0.0 0.0 0.0 0.4065
C 1.826307 3.328963 0.732560 -0.2 -0.1 0.0 -0.0333
H 1.217530 3.629536 -4.550898 0.0 0.1 0.0 0.4944
H 1.707104 -3.340856 -4.268983 0.0 0.0 0.0 0.4079
H 1.481286 1.220571 -5.078778 0.0 0.0 0.0 0.5784
H -1.522258 -3.556142 5.964918 0.0 0.0 0.0 0.4164
H 4.808264 1.177146 1.569367 0.0 0.0 0.0 0.3562
C -2.048696 3.038905 -1.634328 0.0 0.0 0.0 0.0552
H 2.471378 -0.127842 -0.620483 0.0 0.0 0.0 0.4836
C -3.170921 3.501007 -2.301751 0.2 0.1 0.0 -1.3752
N 1.609205 2.038217 0.965215 0.1 0.2 -0.2 0.3556
C -0.927354 -3.964160 1.004492 0.0 0.0 0.0 -0.7939
Br 0.295457 4.415564 0.518218 -0.1 0.0 0.0 -0.1167
C -4.394015 1.750179 -1.249142 -0.3 0.1 -0.1 -1.0041
C -3.226056 0.368345 0.480369 -0.2 0.2 -0.3 0.8532
C -2.835713 -3.350855 -0.310368 0.0 0.0 0.0 -0.9113
N -2.057044 1.977793 -0.832546 0.1 0.2 0.0 0.8476
H 1.383326 -0.093455 -3.873078 0.1 0.1 0.0 0.1642
C 0.463145 -2.734923 5.969293 0.0 0.0 0.0 -0.3757
H 0.796102 -2.697502 0.796761 0.0 0.0 0.0 0.4055
C 3.371327 -1.294650 -2.162474 0.0 0.0 0.0 -0.8234
C -1.228615 -2.170366 4.358763 0.0 -0.1 0.0 -0.4100
H -1.104201 3.551612 -1.718105 0.0 0.0 -0.1 0.5061
H 2.498200 0.282577 1.532896 0.0 0.0 0.0 0.6191
C -0.745929 -0.560744 2.526688 0.1 -0.1 0.1 0.5065
H 4.013497 -2.552303 -3.782993 0.0 0.0 0.0 0.4083
C 1.000857 -1.278772 -1.662723 -0.4 0.2 0.1 -0.5476
C 4.163141 3.155051 0.980042 0.3 0.2 0.0 0.9111
H 6.065657 3.136379 1.163553 0.0 0.1 0.0 0.3121
H -5.314545 1.223331 -1.042611 0.0 0.0 0.0 0.4401
H 0.525359 4.294563 -3.048994 0.0 0.0 0.0 0.3091
H -4.978778 -0.745645 0.028714 0.0 0.0 0.0 0.4541
H -3.099025 4.369981 -2.940560 0.0 0.0 0.0 0.4698
H 2.152038 3.544860 -3.014664 0.0 0.1 0.0 0.3172
H -2.585348 -1.609444 -1.555675 0.0 0.0 0.0 0.5597
H -5.258097 3.142880 -2.639823 0.0 0.0 0.0 0.4464
O 0.161923 0.062147 1.832922 0.2 -0.3 1.0 -0.1796
H -4.169213 -1.192727 1.544395 0.0 0.0 0.0 0.3506
N -2.081420 0.243587 1.037692 -0.7 -0.6 0.9 0.4804
S 0.458963 1.931627 -3.117056 -0.5 -0.2 0.4 0.5227
C 3.052565 3.944480 0.706794 0.0 0.0 0.0 -0.6602
C 0.955656 -1.156730 4.226539 0.1 0.0 0.1 -0.1091
H 1.636062 -0.471025 3.739699 0.0 0.0 0.0 0.4348
H -0.447525 -4.624992 1.715843 0.0 0.0 0.0 0.4530
C 1.619484 0.957775 -4.028465 0.3 -0.1 0.0 -0.7928
O 5.362897 3.758078 0.934246 0.0 -0.2 0.0 -0.5436
C 1.882949 -2.636575 -3.464833 0.0 0.0 0.0 -0.7024
H 0.774444 -3.294373 6.842172 0.0 0.0 0.0 0.4012
H -5.127873 0.290497 1.452028 0.0 0.0 0.0 0.3834
C -3.234162 1.376240 -0.604583 -0.2 -0.4 0.4 0.6630
H 2.357956 -1.752780 5.735382 0.0 0.0 0.0 0.4212
C -0.334354 -1.305417 3.732012 -0.1 0.0 -0.1 0.4934
C -0.836623 -2.001528 -0.399019 0.0 0.2 -0.1 -1.1100
C 3.176161 -2.192102 -3.199608 -0.1 0.0 0.0 -0.6123
H 4.370103 -0.945413 -1.926650 0.0 0.0 0.0 0.4365
C -2.133026 -2.264474 -0.817808 -0.1 0.0 -0.1 0.3505
H -2.789808 -5.042398 1.010522 0.0 0.0 0.0 0.4328
H -2.226075 -2.281380 3.954892 0.0 0.0 0.0 0.4739
```
Forces are in eV/Å.

Summary:
Kohn-Sham gap (spin up / spin down)	0.246 / 0.253	Eh
<S²>	0.76
net charge	+1
multiplicity	2
LUMO energy (spin up / spin down)	-3.184 / -3.254	eV



| no. | E (Ha) |
| --- | --- |
| 1 | -2800.6564 |
| 2 | -2867.4576 |
| 3 | -5597.8019 |